[1]
The molecule C47H58N12O6. Source: the Open Molecules 2025 dataset; level of theory: ωB97M-V/def2-TZVPD.

Geometry as XYZ:
```
123
Properties=species:S:1:pos:R:3:nbo_charge:R:1
C -4.30064 -2.55980 3.06352 -0.661
C -4.55827 -2.16210 1.65445 0.201
C -3.98023 -2.60632 0.49501 -0.135
C -4.52251 -1.82088 -0.56898 -0.012
C -4.29720 -1.76481 -1.94357 -0.214
C -4.98032 -0.82703 -2.68543 -0.243
C -5.89318 0.04858 -2.09280 -0.222
C -6.14302 0.01028 -0.73728 -0.236
C -5.44776 -0.92436 0.01738 0.113
N -5.45474 -1.16489 1.36164 -0.525
H -6.00337 -0.66943 2.04348 0.410
H -6.84627 0.68876 -0.27607 0.210
H -6.40852 0.77031 -2.70902 0.211
H -4.81022 -0.76008 -3.75030 0.209
H -3.58374 -2.42683 -2.41020 0.217
C -2.85612 -3.58537 0.37789 -0.411
H -2.98306 -4.41876 1.07233 0.219
H -2.80022 -3.97986 -0.63746 0.225
C -1.55168 -2.84746 0.69689 -0.139
N -0.38505 -3.70161 0.57706 -0.640
C 0.80868 -3.09035 0.56143 0.698
O 0.92687 -1.89152 0.81546 -0.698
C 2.06720 -3.94464 0.39633 -0.112
N 2.73834 -4.07039 1.68612 -0.822
H 2.91021 -3.15340 2.09054 0.387
H 2.15153 -4.58673 2.33393 0.351
H 2.74335 -3.38363 -0.26233 0.204
C 1.84515 -5.34343 -0.19470 -0.436
C 1.13351 -5.28819 -1.50265 0.085
C 1.61148 -5.04399 -2.75971 -0.097
N 0.52130 -5.04973 -3.58571 -0.508
C -0.55840 -5.28727 -2.81220 0.196
N -0.22455 -5.44031 -1.56196 -0.503
H -1.55887 -5.34486 -3.19069 0.202
H 0.53005 -4.88708 -4.57903 0.423
H 2.60494 -4.87909 -3.12116 0.220
H 1.26307 -5.94679 0.50444 0.220
H 2.82534 -5.80714 -0.31286 0.240
H -0.50777 -4.55993 0.03691 0.447
H -1.59518 -2.45229 1.71692 0.224
C -1.42239 -1.66859 -0.27374 0.731
O -1.07022 -1.81881 -1.43494 -0.702
N -1.80509 -0.50118 0.25154 -0.642
H -1.90916 -0.41829 1.25754 0.444
C -1.78241 0.73599 -0.50390 -0.091
C -2.65243 1.77034 0.18778 -0.615
H -2.60352 2.71212 -0.35082 0.240
H -2.30960 1.92503 1.20759 0.206
H -3.68231 1.42294 0.20577 0.220
H -2.17270 0.52734 -1.50644 0.221
C -0.31295 1.17688 -0.61335 0.717
O 0.21396 1.90074 0.21790 -0.701
N 0.32369 0.60545 -1.64174 -0.630
H -0.18809 -0.09944 -2.15962 0.442
C 1.65042 0.96415 -2.10137 -0.125
C 2.61155 1.21515 -0.92776 0.715
O 3.34808 2.17424 -0.85568 -0.639
N 2.62378 0.19810 -0.04579 -0.658
H 1.93865 -0.54928 -0.08414 0.445
C 3.49007 0.18793 1.10798 -0.135
H 3.92533 1.19390 1.18101 0.251
C 4.62447 -0.83833 0.93891 -0.414
C 5.39692 -0.52137 -0.30666 -0.025
C 6.46280 0.36738 -0.27555 -0.148
C 7.12880 0.71030 -1.43787 -0.218
C 6.73286 0.17254 -2.65022 -0.223
C 5.67091 -0.71367 -2.69221 -0.200
C 5.00904 -1.05770 -1.52752 -0.225
H 4.17890 -1.75021 -1.56494 0.202
H 5.35647 -1.13530 -3.63674 0.205
H 7.24847 0.44461 -3.55953 0.211
H 7.95577 1.40420 -1.39975 0.211
H 6.76996 0.79580 0.66769 0.200
H 5.26163 -0.79486 1.82258 0.231
H 4.19287 -1.83721 0.87655 0.212
C 2.65780 -0.08653 2.36079 0.718
O 2.97569 -0.91763 3.20489 -0.690
N 1.57956 0.69516 2.44860 -0.625
H 1.29846 1.24415 1.63785 0.454
C 0.63416 0.67479 3.54931 -0.134
C -0.25196 -0.57764 3.44520 0.712
O -1.42887 -0.54942 3.12243 -0.690
N 0.39725 -1.69528 3.78955 -0.814
H 1.41491 -1.65899 3.84327 0.436
H -0.05192 -2.58518 3.63732 0.391
C -0.17793 1.96493 3.51507 -0.408
C 0.66244 3.17695 3.91830 -0.402
C 0.04117 4.49338 3.44730 -0.408
C 0.33672 4.76676 1.96699 -0.228
N -0.34025 5.94036 1.42230 -0.849
H -0.06528 6.77284 1.93588 0.360
H -1.34495 5.83500 1.53223 0.359
H 0.04735 3.90924 1.35741 0.225
H 1.41112 4.91929 1.83505 0.187
H 0.43743 5.31901 4.04607 0.197
H -1.04111 4.46101 3.60474 0.191
H 0.77532 3.19077 5.00483 0.204
H 1.65858 3.08675 3.48122 0.204
H -1.04077 1.86371 4.17549 0.220
H -0.54278 2.09437 2.49642 0.231
H 1.20476 0.59474 4.48479 0.217
H 2.05659 0.10157 -2.64406 0.222
C 1.59587 2.18120 -3.05172 -0.442
C 0.71287 3.24954 -2.50038 -0.066
C 1.06555 4.22818 -1.61630 -0.001
N -0.02119 4.97784 -1.27200 -0.540
C -1.11682 4.46752 -1.89929 0.103
C -2.44874 4.86233 -1.85259 -0.237
C -3.35952 4.14764 -2.60199 -0.234
C -2.95864 3.06378 -3.38884 -0.248
C -1.64020 2.67293 -3.45010 -0.229
C -0.69538 3.37279 -2.69887 -0.047
H -1.34273 1.83737 -4.06803 0.205
H -3.70468 2.52699 -3.95678 0.209
H -4.40347 4.42493 -2.58187 0.209
H -2.75579 5.70106 -1.24425 0.209
H -0.05090 5.62994 -0.49275 0.447
H 2.03551 4.42981 -1.20677 0.227
H 1.22363 1.85680 -4.02534 0.207
H 2.61406 2.55587 -3.16099 0.246
H -5.19755 -2.44354 3.66932 0.216
H -3.51562 -1.92997 3.48588 0.251
H -3.97442 -3.59551 3.11430 0.224
```

Calculated values
Net charge: 0

[2]
C47H59BF4GeN5OP2SSeY as an isolated structure in a non-equilibrium geometry. Source: the Open Molecules 2025 dataset; level of theory: ωB97M-V/def2-TZVPD.

Geometry as XYZ:
```
123
Properties=species:S:1:pos:R:3:lowdin_charge:R:1
Y 0.37129 0.78833 0.17340 1.187
C -3.16848 -0.52082 -0.90165 -0.283
N -2.90459 -1.59539 0.05416 -0.177
C -1.58368 -2.16374 -0.07758 -0.306
P -0.23666 -1.93733 1.28408 1.060
C -0.10849 -3.67517 1.89779 -0.344
C -1.28941 -4.38212 2.12824 -0.100
C -1.25366 -5.68139 2.60275 -0.050
C -0.03289 -6.29056 2.86339 -0.058
C 1.14180 -5.59262 2.64291 -0.064
C 1.10898 -4.28840 2.16521 -0.086
C -0.75778 -1.18519 2.87833 -0.382
C -1.90085 -1.48415 3.62010 -0.088
C -2.06009 -0.94355 4.88348 -0.053
C -1.06790 -0.15000 5.44773 -0.042
C 0.08593 0.12452 4.73489 -0.052
C 0.22926 -0.38111 3.45181 -0.147
C -4.02535 -2.47982 0.23814 -0.250
C -5.15412 -1.97892 0.88492 -0.025
C -6.27387 -2.77366 1.07058 -0.062
C -6.28297 -4.08714 0.62362 -0.074
C -5.16618 -4.58807 -0.02435 -0.069
C -4.04836 -3.79111 -0.22846 -0.037
P -2.28083 1.07196 -0.49502 1.055
C -3.41954 1.75683 0.75338 -0.347
C -4.16984 2.91159 0.55355 -0.062
C -5.07431 3.31688 1.52470 -0.056
C -5.21729 2.59416 2.69856 -0.058
C -4.44245 1.46380 2.91486 -0.058
C -3.55533 1.04381 1.93928 -0.125
C -2.60917 2.11501 -1.94632 -0.382
C -3.84006 2.05596 -2.60273 -0.088
C -4.10728 2.91457 -3.65615 -0.055
C -3.15711 3.84431 -4.05760 -0.055
C -1.93546 3.91338 -3.40465 -0.060
C -1.66133 3.05242 -2.35249 -0.126
H -4.23385 -0.30464 -0.88806 0.094
H -2.88507 -0.81502 -1.92513 0.108
H -1.10092 -1.74659 -0.96674 0.045
H -1.60618 -3.24201 -0.20731 0.068
H -2.25030 -3.92973 1.93484 0.087
H -2.18650 -6.20730 2.75888 0.116
H -0.00620 -7.30663 3.23292 0.115
H 2.09405 -6.06795 2.83777 0.113
H 2.04238 -3.76273 2.00699 0.069
H -2.66897 -2.12854 3.21317 0.106
H -2.96101 -1.15607 5.44463 0.117
H -1.19497 0.24729 6.44563 0.117
H 0.86816 0.73386 5.16720 0.119
H 1.12637 -0.13201 2.88510 0.064
H -5.15736 -0.95379 1.23339 0.101
H -7.13786 -2.36209 1.57544 0.112
H -7.15719 -4.70648 0.76942 0.111
H -5.16048 -5.60952 -0.38164 0.111
H -3.20960 -4.20766 -0.77107 0.108
H -4.05843 3.49436 -0.35120 0.106
H -5.66667 4.20788 1.36425 0.113
H -5.93102 2.91424 3.44602 0.113
H -4.52696 0.91447 3.84310 0.108
H -2.96861 0.15532 2.08386 0.064
H -4.59440 1.35015 -2.28004 0.110
H -5.06937 2.87163 -4.14900 0.115
H -3.37738 4.52256 -4.87109 0.114
H -1.20321 4.65228 -3.70345 0.113
H -0.71168 3.13003 -1.83668 0.055
S 2.11982 2.27743 -1.58354 0.669
C 2.50061 3.86953 -1.13082 -0.724
N 3.78916 4.28970 -1.30325 0.098
C 4.18385 5.53987 -0.98790 -0.020
C 3.28411 6.41560 -0.46072 0.002
C 1.96570 5.94896 -0.32407 -0.043
N 1.59907 4.72810 -0.65517 0.102
H 4.44555 3.62014 -1.68907 0.111
H 5.21700 5.79563 -1.17734 0.146
H 3.57415 7.41805 -0.18873 0.123
H 1.17722 6.58858 0.05744 0.137
C -0.13274 0.90458 -4.19351 -0.024
N 0.46249 -0.42057 -4.15130 -0.053
C 0.62802 -1.06139 -5.45549 -0.138
C 0.87755 -2.54563 -5.29609 -0.136
C 1.97939 -2.71741 -4.26866 -0.130
N 1.54087 -2.12432 -3.00875 -0.063
C 2.03724 -2.74444 -1.79482 -0.038
C 0.85497 -0.96408 -2.98565 -0.433
O 0.55857 -0.41848 -1.87760 -0.223
H 0.24652 1.43282 -5.06827 0.108
H 0.14726 1.45946 -3.30773 0.013
H -1.22250 0.85529 -4.25545 0.102
H 1.46016 -0.58764 -5.98495 0.137
H -0.28237 -0.88622 -6.03037 0.134
H 1.16169 -2.99150 -6.24711 0.129
H -0.02580 -3.04118 -4.93536 0.129
H 2.90188 -2.23553 -4.60914 0.140
H 2.18758 -3.77013 -4.08626 0.130
H 3.12464 -2.64768 -1.73572 0.098
H 1.77551 -3.80361 -1.78862 0.106
H 1.58685 -2.27165 -0.92703 0.020
C 6.73975 -0.69834 0.95466 -0.214
Ge 6.03458 1.13088 0.86548 0.790
C 6.12042 1.74659 -1.01052 -0.212
C 6.93619 2.36259 2.10443 -0.208
C 4.08728 1.18867 1.34478 -0.552
Se 3.06619 -0.10544 0.29942 0.806
C 3.37044 -1.64285 1.47566 -0.348
H 7.79868 -0.66411 0.69724 0.030
H 6.23821 -1.34516 0.23453 0.019
H 6.65782 -1.13511 1.94909 0.024
H 6.94129 1.24378 -1.52076 0.030
H 6.32200 2.81884 -1.06097 0.009
H 5.19542 1.50284 -1.53740 -0.011
H 7.97998 2.49304 1.82019 0.026
H 6.91161 1.96282 3.11764 0.026
H 6.45338 3.33975 2.10743 0.018
H 3.68741 2.17169 1.10301 -0.008
H 3.87702 0.99472 2.39537 0.034
H 4.29764 -1.47349 2.01549 0.024
H 3.45739 -2.53439 0.85987 0.024
H 2.54885 -1.75562 2.17741 -0.011
F 1.35562 2.44788 1.64153 -0.028
B 0.02227 3.07464 1.83323 -1.268
F -0.73434 1.99137 2.31343 0.112
F 0.07741 4.17645 2.57872 0.254
F -0.42520 3.24310 0.49799 0.050
```

Calculated values
Net charge: +2

Going through the records in order, we get relative energy (zero: lowest compared OMol25 entry of this formula, charge and spin) values of 2.8; 31.6 kcal/mol.
Going through the records in order, we get HOMO-LUMO gap values of 7.68; 7.18 eV.